Record 1
C26H34IrN4S2 as an isolated structure in a non-equilibrium geometry. Source: the OMol25 dataset; level of theory: ωB97M-V/def2-TZVPD.

Max |F|, eV/A: 1.2
LUMO (alpha / beta), eV: -5.20 / -7.56
Kohn-Sham gap (alpha / beta), Eh: 0.3158 / 0.2424

```
! RIJCOSX wB97M-V def2-TZVPD def2/J DEFGRID3
* xyz 2 6
Ir 0.05499 0.98424 0.13010
C -2.44862 0.95038 -2.70659
C -2.55295 1.96233 -1.63278
N -1.64060 2.20341 -0.72885
C -1.99885 3.22916 0.12134
C -3.23783 3.74164 -0.13298
S -3.96284 2.94494 -1.46437
C -1.02389 3.70137 1.08529
C -1.07713 4.82970 1.85066
S 0.39803 5.06340 2.68856
C 1.03195 3.63358 1.95517
N 0.17081 3.02727 1.18114
C 2.44215 3.21886 2.13012
H -1.41416 0.65741 -2.86538
H -2.84796 1.35090 -3.63624
H -3.03020 0.06615 -2.44353
H -3.75413 4.52850 0.37748
H -1.86813 5.54375 1.94421
H 2.78267 3.38831 3.14938
H 3.07394 3.82133 1.47261
H 2.56429 2.16801 1.87138
C 2.61207 -1.30731 0.87000
C 2.99465 -0.23749 -0.05999
C 4.30695 -0.02104 -0.58096
C 4.23216 1.09143 -1.37321
C 2.87220 1.52352 -1.34179
C 2.27938 2.66343 -2.04910
N 2.15159 0.71277 -0.52837
H 3.28876 -1.31449 1.72504
H 2.73655 -2.27312 0.37661
H 1.58398 -1.20344 1.21175
H 5.16454 -0.62902 -0.36840
H 5.02600 1.56117 -1.91971
H 3.02788 3.43352 -2.21641
H 1.43193 3.05683 -1.48688
H 1.90377 2.35910 -3.03034
C 0.72019 -1.99115 -3.65443
C 0.15653 -2.46778 -2.35506
C -0.05160 -3.83414 -2.12903
C -0.57929 -4.28621 -0.91690
C -0.79312 -5.74451 -0.68573
C -0.88431 -3.38949 0.09293
C -0.67767 -1.99324 -0.07733
C -0.17645 -1.58854 -1.35466
N -0.82798 -1.00379 0.80716
C -1.49031 -0.97092 2.09202
C -1.81775 -2.29400 2.78730
C -0.61772 -0.13626 3.04689
C -2.81440 -0.21708 1.83709
H 0.93336 -2.82553 -4.31504
H 1.64418 -1.44019 -3.48795
H 0.01839 -1.32958 -4.15877
H 0.19508 -4.54634 -2.90329
H -0.56992 -6.32661 -1.57453
H -1.82587 -5.93288 -0.39936
H -0.15636 -6.09575 0.12481
H -1.24399 -3.79924 1.01815
H -0.06811 -0.51098 -1.51780
H -0.93518 -2.91824 2.90982
H -2.60312 -2.83841 2.26871
H -2.19379 -2.05292 3.77938
H 0.26438 -0.69617 3.34284
H -1.17599 0.11596 3.94263
H -0.29743 0.79970 2.57228
H -3.39212 -0.74176 1.07946
H -2.61241 0.80090 1.50236
H -3.40122 -0.17533 2.75110
*
```

Record 2
One molecule with the formula C26H34N4O4S. Source: the OMol25 dataset; level of theory: ωB97M-V/def2-TZVPD.

ΔE to the lowest compared entry with this formula, charge and spin, kcal per mole: 43.23
Max |F|, eV/A: 0.9
LUMO, eV: 0.44
Kohn-Sham gap, Eh: 0.3086

```
! RIJCOSX wB97M-V def2-TZVPD def2/J DEFGRID3
* xyz 0 1
C -8.56046 -2.60995 -2.93916
C -7.38505 -1.67190 -2.71731
O -7.35111 -1.35148 -1.33860
C -6.37924 -0.55000 -0.86852
C -5.38427 0.02962 -1.63420
C -4.42027 0.84109 -1.03482
N -3.42346 1.43164 -1.77092
C -2.44645 2.21242 -1.23979
S -1.32208 2.87197 -2.24781
N -2.46546 2.41811 0.10975
C -1.37856 3.19101 0.69775
C -0.11034 2.37964 0.74376
C -0.11401 1.12799 1.34929
C 1.03146 0.35851 1.36598
C 2.20915 0.83194 0.79520
C 3.40644 -0.05954 0.82190
O 3.31645 -1.27178 0.77861
N 4.59333 0.58367 0.93615
C 5.85591 -0.11136 0.88865
C 6.57924 0.13316 -0.44316
N 7.88411 -0.49187 -0.44606
C 8.80294 0.08318 -1.41125
C 10.25354 -0.22570 -1.05625
C 7.82455 -1.94906 -0.49373
C 8.36946 -2.57264 0.78917
C 2.21101 2.08285 0.18708
C 1.05836 2.84630 0.15931
C -3.43623 1.90270 0.97235
O -3.39981 2.14807 2.16089
C -4.45345 1.07212 0.33858
C -5.46336 0.49039 1.11504
C -6.42215 -0.31062 0.53753
O -7.43813 -0.91908 1.19003
C -7.55067 -0.73637 2.58982
C -8.76390 -1.52382 3.05768
H -8.62333 -2.88314 -3.98848
H -9.48390 -2.12325 -2.63905
H -8.43379 -3.50817 -2.34172
H -7.50939 -0.75691 -3.31278
H -6.44657 -2.16083 -3.01250
H -5.33414 -0.13430 -2.69867
H -3.38021 1.29297 -2.77195
H -1.70195 3.45137 1.70977
H -1.23321 4.09783 0.10637
H -1.01989 0.75814 1.80739
H 1.03495 -0.62139 1.81873
H 4.61191 1.59023 0.95620
H 6.49631 0.21929 1.71100
H 5.62708 -1.17104 1.01215
H 5.93429 -0.22075 -1.26815
H 6.71509 1.21238 -0.56508
H 8.66936 1.16804 -1.39540
H 8.59287 -0.26424 -2.43959
H 10.46337 -1.28825 -1.13958
H 10.45620 0.08982 -0.03654
H 10.91882 0.30910 -1.72997
H 8.40360 -2.31973 -1.34733
H 6.79024 -2.27858 -0.64114
H 8.32294 -3.65723 0.72427
H 9.40167 -2.27415 0.94719
H 7.78550 -2.24866 1.64546
H 3.09817 2.45434 -0.30631
H 1.06172 3.80555 -0.33613
H -5.44826 0.69867 2.17209
H -7.67494 0.33044 2.82023
H -6.64282 -1.09969 3.09005
H -8.63494 -2.57675 2.82369
H -8.88828 -1.40779 4.13036
H -9.65598 -1.16457 2.55248
*
```